C29H36BClF4N5SiTi as an isolated structure at a distorted geometry, computed with ωB97M-V/def2-TZVPD.

As for the orbital gap (spin up / spin down): 5.00 / 7.95 eV. For the electronic energy, the calculation gives -3424.37820 Ha. The energy relative to the best compared isomer or geometry (same formula, charge and spin) is 38.7 kcal/mol. The net charge is -1. The spin multiplicity is 3. The expectation value of S² is 2.02.

Each line ends with the Löwdin charge.
Cartesian coordinates (Å):
H 2.39521 -1.01501 -1.55335  0.09
N 1.72208 1.00376 0.04269  -0.08
H 2.53137 0.62728 5.94650  0.07
N 1.04422 -0.90536 1.84566  0.01
C 1.77256 -0.61660 -2.33900  -0.22
H -0.50915 0.76731 -5.07484  0.09
C 1.69511 -3.68747 -0.96748  -0.16
H 3.22256 1.85135 4.86665  0.07
F -0.94359 3.59170 1.01951  0.09
F -2.53865 2.45074 2.33968  0.10
H -0.08619 0.16180 6.16324  0.12
Ti 0.05347 -0.13404 0.04784  1.09
H 2.40092 -3.73094 2.70006  0.07
C 2.34046 1.93277 -0.67423  -0.14
C -4.21260 -0.15453 -1.24075  -0.06
C 3.93873 0.99451 0.58905  -0.05
C 0.16407 0.37500 -4.31802  -0.11
C -0.37313 -3.30553 -3.14515  -0.16
N 0.50638 -0.14933 -1.97502  -0.10
B -1.16548 2.62714 2.03955  -1.08
C -0.77007 -1.78794 5.58454  -0.08
F -0.40081 2.89848 3.19840  0.10
C 3.71180 1.98068 -0.36359  -0.08
H -3.57035 2.40219 -1.57945  0.09
C -3.07147 -2.27173 -1.18796  -0.03
C 2.25722 -0.51191 1.81142  -0.12
H 0.22769 -3.44461 1.49051  0.05
H -0.25992 -5.91749 -0.79834  0.03
C 2.69820 0.40046 0.82344  -0.32
H 1.83448 -0.05840 -5.69602  0.08
N -0.68989 -2.11075 -0.48841  -0.12
H 0.75431 1.74884 4.57827  0.10
N -1.95377 -0.23503 -0.52655  0.02
C -3.06984 0.47709 -0.81435  -0.31
H 2.26784 -3.75858 -1.90676  0.04
H -1.17293 -3.73807 4.76215  0.11
C -0.08647 -0.60337 5.38750  -0.04
H 1.89562 -4.58784 -0.37583  0.02
C 1.45797 -0.08638 -4.67956  -0.15
H 4.87961 0.73183 1.06577  0.10
C 2.69860 0.88968 4.89793  -0.08
H 2.06941 -2.82371 -0.40679  0.01
C -0.71481 -2.76385 4.59823  -0.06
H -1.77465 -5.34678 -1.55171  0.02
C -0.98860 -5.08445 -0.82370  -0.19
C 1.36698 0.97334 4.13665  -0.20
C 1.56041 -4.40001 2.91783  -0.08
H -1.31906 -1.96069 6.50590  0.10
H -5.09530 0.43638 -1.45909  0.10
Si -0.11992 -3.50255 -1.32640  0.35
H 0.47330 -2.78014 -3.61473  0.03
H -1.27978 -2.70896 -3.34638  0.04
C -0.26832 0.33416 -3.02476  -0.15
Cl 3.84465 -1.20558 -3.93342  0.61
C -0.03852 -2.54468 3.40485  -0.17
H -1.45373 -5.00963 0.17692  0.03
H -5.09815 -2.04842 -1.76609  0.10
H -3.04200 -3.34755 -1.34417  0.09
C 0.22401 -3.74197 2.52626  -0.20
H 1.72408 -5.33320 2.37098  0.06
C -1.90647 -1.59105 -0.73320  -0.42
H 1.79284 2.52697 -1.38525  0.12
C 2.23503 -0.57554 -3.61423  -0.68
H -3.48601 2.32965 0.18904  0.08
H -2.01992 2.35248 -0.74250  0.07
H 3.36633 0.12782 4.47988  0.06
C 0.53927 -1.28223 3.16228  -0.13
H -0.49439 -4.29345 -3.62107  0.03
H -0.58299 -4.46678 2.66204  0.11
H 1.58044 -4.62578 3.98936  0.07
H 2.93881 -0.81911 2.59658  0.13
H 4.44005 2.65240 -0.79182  0.09
F -0.69709 1.29977 1.48465  -0.03
C -3.02766 1.97513 -0.73304  -0.02
H -1.25500 0.69093 -2.77345  0.09
C 0.59128 -0.33178 4.19567  -0.14
H 1.53859 1.29493 3.11896  0.09
C -4.20088 -1.54443 -1.41790  -0.08

Cartesian forces, eV/Å:
0.0 0.0 0.1
1.3 0.1 0.5
0.0 0.0 0.0
-1.2 -0.7 1.1
-0.4 0.3 0.1
0.1 0.0 0.1
0.5 -0.1 0.1
-0.1 -0.1 0.0
-0.2 -0.9 1.0
1.1 0.3 -0.2
0.0 -0.1 -0.1
-1.3 -0.3 -0.3
-0.1 -0.1 0.0
0.6 0.3 -0.1
-0.3 -0.1 -0.1
0.2 -0.1 0.1
0.2 -0.1 -0.2
-0.2 0.1 -0.8
0.4 0.2 -0.8
0.0 0.2 0.0
0.0 0.0 0.0
-0.9 0.0 -1.2
-0.2 0.2 -0.3
0.0 0.0 0.1
0.4 -0.2 0.1
1.4 0.3 -0.1
0.1 0.1 -0.4
-0.3 0.3 0.0
-0.1 -0.1 0.1
-0.1 0.0 0.2
-0.6 0.3 0.5
0.0 0.1 0.1
-1.0 -0.2 -0.5
0.4 -0.1 0.1
-0.1 0.0 0.3
0.1 0.1 0.0
0.0 0.1 0.1
0.0 0.1 0.0
-0.1 0.1 -0.1
-0.2 0.1 -0.1
0.0 0.0 0.0
0.0 -0.1 0.0
0.1 0.0 0.2
0.2 0.0 0.3
-0.3 -0.6 0.3
0.1 -0.4 0.2
0.0 0.1 -0.1
0.1 0.0 -0.1
0.1 -0.1 0.0
0.1 0.2 0.2
-0.3 -0.1 0.1
0.3 -0.2 0.0
0.4 -0.3 0.3
-0.2 0.1 0.0
0.1 0.0 0.0
0.2 -0.1 -0.4
0.0 0.0 0.0
0.0 0.2 0.1
0.1 0.0 0.3
0.0 0.1 0.0
0.0 0.0 0.1
0.0 0.1 -0.1
-0.1 0.0 -0.3
0.0 0.0 0.0
0.4 0.1 0.0
-0.1 0.1 0.0
0.0 -0.2 -0.5
0.1 0.3 0.0
0.0 0.0 0.0
0.0 0.0 -0.1
0.2 0.1 0.1
0.0 0.0 0.0
-0.1 0.5 0.4
-0.2 -0.2 0.0
0.0 0.0 0.1
0.0 0.2 0.0
0.0 0.1 -0.2
-0.3 0.1 -0.1